Record 1
This record from the OMol25 dataset describes a structure of composition C61H64GeMoN2O2P2S6Te in a non-equilibrium geometry. The level of theory is ωB97M-V/def2-TZVPD.

The geometry in XYZ format:
```
140
Properties=species:S:1:pos:R:3:lowdin_spin:R:1
Mo 0.358 0.522 -0.259 1.360
N 1.408 0.775 3.020 0.006
P 0.335 1.623 1.969 0.065
C -1.179 1.824 2.990 0.008
C -1.117 2.424 4.247 0.001
C -2.258 2.547 5.023 0.002
C -3.479 2.085 4.539 0.000
C -3.552 1.504 3.284 0.001
C -2.402 1.374 2.509 0.000
C 1.060 3.305 2.141 0.008
C 0.266 4.425 1.894 0.001
C 0.803 5.701 1.938 0.001
C 2.145 5.882 2.250 0.000
C 2.940 4.779 2.520 0.001
C 2.401 3.498 2.460 0.001
P 1.490 -0.954 2.908 0.014
C 0.458 -1.372 4.373 0.002
C -0.920 -1.294 4.147 0.000
C -1.823 -1.429 5.191 0.000
C -1.357 -1.669 6.478 0.000
C 0.008 -1.777 6.710 0.000
C 0.913 -1.621 5.666 0.001
C 3.174 -1.285 3.520 0.002
C 3.521 -2.621 3.738 0.001
C 4.804 -2.965 4.132 0.000
C 5.771 -1.978 4.293 0.001
C 5.442 -0.652 4.063 0.000
C 4.149 -0.308 3.680 0.001
H 1.374 1.112 3.981 0.000
H -0.173 2.801 4.628 0.000
H -2.200 3.009 6.001 0.000
H -4.372 2.189 5.143 0.000
H -4.503 1.154 2.901 0.000
H -2.434 0.922 1.522 0.002
H -0.789 4.298 1.681 0.000
H 0.171 6.558 1.735 0.000
H 2.565 6.879 2.292 0.000
H 3.984 4.910 2.779 0.000
H 3.032 2.648 2.680 0.000
H -1.280 -1.111 3.138 0.000
H -2.886 -1.342 5.000 0.000
H -2.056 -1.770 7.299 0.000
H 0.373 -1.973 7.710 0.000
H 1.976 -1.695 5.865 0.000
H 2.775 -3.398 3.597 0.000
H 5.055 -4.004 4.306 0.000
H 6.777 -2.246 4.590 0.000
H 6.191 0.121 4.183 0.000
H 3.900 0.732 3.513 0.000
O 2.941 0.394 0.466 0.018
C 4.129 0.949 -0.114 0.001
C 3.906 2.348 -0.648 0.002
C 2.947 2.356 -1.863 0.003
C 1.687 3.140 -1.656 0.020
C 1.643 4.449 -2.134 0.002
C 0.498 5.208 -2.022 0.022
C -0.595 4.633 -1.405 0.000
C -0.480 3.348 -0.913 0.034
N 0.627 2.584 -1.027 0.017
H 2.789 0.851 1.304 0.001
H 4.399 0.271 -0.925 0.000
H 4.931 0.928 0.629 0.000
H 4.874 2.767 -0.933 0.000
H 3.512 2.977 0.154 0.000
H 2.676 1.329 -2.107 0.001
H 3.457 2.772 -2.732 0.000
H 2.527 4.850 -2.612 0.000
H 0.458 6.215 -2.418 0.001
H -1.537 5.154 -1.300 0.000
H -1.317 2.848 -0.442 0.014
C -1.456 0.576 -0.507 0.181
Ge -2.833 -0.074 -1.628 0.058
C -3.744 -1.764 -1.267 0.017
C -4.122 -2.630 -2.297 0.004
C -4.833 -3.797 -2.027 0.001
C -5.184 -4.113 -0.721 0.002
C -4.823 -3.259 0.314 0.000
C -4.110 -2.098 0.038 0.003
C -4.231 1.229 -2.100 0.005
C -5.059 0.958 -3.192 0.000
C -5.935 1.921 -3.679 0.000
C -5.996 3.175 -3.082 0.001
C -5.182 3.459 -1.995 0.001
C -4.305 2.491 -1.513 0.007
C -1.684 -0.160 -3.221 0.002
C -1.184 1.198 -3.547 0.002
C -0.069 1.528 -4.192 0.001
C 0.885 0.557 -4.802 0.002
C 0.034 -1.450 -4.564 0.001
C -1.199 -1.308 -3.701 0.003
H -3.865 -2.397 -3.324 0.000
H -5.116 -4.456 -2.838 0.000
H -5.737 -5.020 -0.511 0.000
H -5.104 -3.495 1.334 0.000
H -3.834 -1.439 0.857 0.000
H -5.017 -0.012 -3.677 0.000
H -6.563 1.698 -4.533 0.000
H -6.670 3.929 -3.469 0.000
H -5.224 4.436 -1.528 0.000
H -3.664 2.719 -0.665 0.005
H -1.797 2.017 -3.183 0.001
H 0.163 2.582 -4.318 0.000
H 1.745 1.062 -5.238 0.000
H 0.234 -2.490 -4.817 0.000
H -1.610 -2.247 -3.344 0.000
O -0.268 -1.773 0.255 0.023
S 0.072 -3.183 0.710 0.004
C -0.310 -4.262 -0.710 0.002
C -1.710 -4.834 -0.505 0.000
C -1.849 -5.045 1.002 0.000
C -1.407 -3.727 1.621 0.000
H 0.458 -5.037 -0.734 0.000
H -0.189 -3.615 -1.580 0.000
H -1.847 -5.759 -1.067 0.000
H -2.460 -4.118 -0.846 0.000
H -1.195 -5.857 1.334 0.000
H -2.869 -5.297 1.293 0.000
H -1.176 -3.773 2.683 0.000
H -2.128 -2.930 1.426 0.000
C 3.757 -4.993 0.337 0.000
Te 3.134 -3.126 -0.507 0.003
C 4.955 -2.909 -1.579 0.000
H 4.687 -4.878 0.894 0.000
H 3.888 -5.728 -0.455 0.000
H 2.977 -5.333 1.021 0.000
H 5.111 -3.783 -2.209 0.000
H 5.772 -2.794 -0.871 0.000
H 4.878 -2.024 -2.209 0.000
C -0.750 1.410 -7.526 0.000
S -1.334 -0.036 -6.622 0.000
C 0.171 -0.468 -5.755 0.001
C 1.248 -0.692 -3.913 0.014
S 1.420 -0.713 -2.109 0.039
S 2.850 -1.373 -4.419 0.000
C 2.798 -1.394 -6.151 0.000
S 4.146 -1.783 -6.988 0.001
S 1.315 -1.121 -7.011 0.000
H -1.560 1.711 -8.189 0.000
H 0.132 1.181 -8.121 0.000
H -0.536 2.223 -6.830 0.000
```

HOMO level (spin up / spin down)   -4.556 / -6.957 eV
LUMO level (spin up / spin down)   0.0118 / -0.0038 Eh
ΔE to the lowest compared entry with this formula, charge and spin   233.3 kJ/mol
<S²>   2.0308
2S+1   3

Record 2
This record from the OMol25 dataset describes a structure of composition C9H21Cu2N4O6 in a non-equilibrium geometry. The level of theory is ωB97M-V/def2-TZVPD.

The geometry in XYZ format:
```
42
Properties=species:S:1:pos:R:3:lowdin_spin:R:1
Cu 19.910 -10.409 -16.945 0.102
Cu 13.743 -8.242 -17.335 0.004
N 16.573 -9.884 -17.217 0.000
O 16.160 -10.895 -17.725 -0.001
O 17.770 -9.730 -16.980 0.000
O 15.734 -9.062 -16.788 0.004
C 14.212 -9.520 -13.258 -0.012
C 14.287 -8.126 -13.672 0.010
O 14.163 -7.861 -14.868 0.347
N 14.746 -7.235 -12.774 0.526
C 15.025 -5.827 -13.175 0.065
H 14.382 -9.728 -12.202 -0.001
H 14.777 -10.244 -13.845 -0.004
H 13.196 -9.915 -13.252 -0.005
H 15.002 -7.498 -11.833 0.009
H 15.988 -5.615 -13.640 0.032
H 15.091 -5.139 -12.332 0.007
H 14.135 -5.444 -13.673 0.016
C 22.455 -7.005 -15.752 0.000
C 20.998 -7.207 -15.979 0.000
O 20.591 -8.292 -16.401 0.002
N 20.143 -6.204 -15.752 0.000
C 18.688 -6.473 -16.201 0.000
H 23.161 -7.504 -16.415 0.000
H 22.658 -7.353 -14.739 0.000
H 22.801 -5.977 -15.862 0.000
H 20.357 -5.300 -15.356 0.000
H 18.139 -5.634 -16.629 0.000
H 18.151 -6.857 -15.333 0.000
H 18.620 -7.327 -16.875 0.000
C 19.859 -13.174 -20.449 -0.010
C 19.008 -12.502 -19.436 0.003
O 19.502 -11.825 -18.535 0.316
N 17.679 -12.424 -19.500 0.450
C 16.824 -12.829 -20.622 0.077
H 20.903 -13.106 -20.144 0.000
H 19.836 -12.798 -21.472 -0.005
H 19.588 -14.229 -20.423 -0.002
H 17.261 -11.800 -18.825 0.007
H 17.245 -13.116 -21.586 0.005
H 16.112 -12.004 -20.631 0.016
H 16.203 -13.630 -20.222 0.042
```

HOMO level (spin up / spin down)   -17.288 / -17.279 eV
LUMO level (spin up / spin down)   -0.3504 / -0.5150 Eh
Total charge   +3
<S²>   2.0573
2S+1   3

Record 3
This record from the OMol25 dataset describes a structure of composition C44H47BrN3O4P2RbSe2 in a non-equilibrium geometry. The level of theory is ωB97M-V/def2-TZVPD.

The geometry in XYZ format:
```
104
Properties=species:S:1:pos:R:3:lowdin_charge:R:1
Rb -0.674 -0.409 -0.411 0.540
C 0.871 -3.499 -5.343 -0.397
Se 0.315 -2.265 -3.917 0.923
C 2.044 -1.385 -3.667 -0.576
C 3.091 -2.279 -3.043 -0.566
Se 2.809 -2.527 -1.090 0.971
C 3.397 -4.386 -1.141 -0.400
H 1.275 -2.943 -6.186 0.015
H -0.029 -4.030 -5.647 0.009
H 1.604 -4.211 -4.969 0.004
H 1.823 -0.522 -3.034 0.037
H 2.365 -1.020 -4.645 0.064
H 4.082 -1.836 -3.181 0.054
H 3.091 -3.262 -3.517 0.037
H 2.635 -5.000 -1.618 0.019
H 3.534 -4.679 -0.105 0.006
H 4.337 -4.449 -1.688 0.013
C -3.089 -1.093 2.583 -0.212
N -2.916 -1.421 1.190 -0.061
C -3.913 -1.936 0.570 -0.146
C -3.903 -2.401 -0.776 -0.383
C -4.959 -3.090 -1.408 -0.108
C -4.506 -3.403 -2.686 -0.144
C -3.202 -2.875 -2.758 -0.251
N -2.832 -2.276 -1.625 -0.001
C -2.380 -2.069 3.504 -0.199
C -1.238 -2.751 3.095 -0.016
C -0.579 -3.605 3.967 -0.072
C -1.060 -3.804 5.254 -0.111
C -2.202 -3.133 5.668 -0.113
C -2.853 -2.271 4.797 -0.065
H -4.151 -1.043 2.875 0.105
H -2.651 -0.104 2.769 0.117
H -4.876 -2.056 1.095 0.119
H -5.916 -3.335 -0.966 0.077
H -5.034 -3.943 -3.458 0.062
H -2.525 -2.912 -3.603 0.043
H -0.866 -2.613 2.089 0.107
H 0.318 -4.115 3.635 0.102
H -0.543 -4.473 5.931 0.090
H -2.586 -3.287 6.670 0.088
H -3.743 -1.745 5.128 0.101
O -1.594 4.690 -1.392 -0.015
C -1.144 3.737 -0.750 -0.754
O -1.002 2.525 -1.108 -0.279
C -0.571 3.939 0.678 -0.236
P 0.377 2.368 0.881 1.003
C 1.394 2.904 2.354 -0.362
C 0.927 2.524 3.612 -0.115
C 1.566 2.931 4.774 -0.110
C 2.706 3.717 4.696 -0.122
C 3.197 4.089 3.453 -0.100
C 2.548 3.686 2.294 -0.091
C 1.707 2.546 -0.377 -0.358
C 1.888 3.627 -1.238 -0.081
C 2.907 3.611 -2.181 -0.095
C 3.766 2.524 -2.273 -0.107
C 3.605 1.448 -1.411 -0.089
C 2.582 1.460 -0.474 -0.098
H -1.394 3.977 1.393 0.084
H 0.026 4.844 0.795 0.081
H 0.047 1.889 3.668 0.097
H 1.187 2.622 5.741 0.096
H 3.206 4.043 5.600 0.091
H 4.092 4.697 3.385 0.092
H 2.947 3.978 1.330 0.097
H 1.222 4.480 -1.200 0.104
H 3.019 4.450 -2.858 0.096
H 4.555 2.514 -3.015 0.090
H 4.268 0.592 -1.467 0.096
H 2.447 0.610 0.190 0.067
Br 4.668 -2.725 7.019 0.655
C 4.130 -1.583 5.584 -0.664
C 4.387 -0.227 5.674 -0.220
N 4.056 0.615 4.702 0.077
C 3.444 0.124 3.624 -0.066
C 3.149 -1.226 3.457 -0.085
C 3.513 -2.107 4.466 -0.059
C 2.492 -1.757 2.174 -0.687
O 2.699 -2.970 1.948 -0.075
O 1.811 -0.934 1.529 -0.130
H 4.876 0.193 6.547 0.089
H 3.171 0.837 2.854 0.106
H 3.316 -3.162 4.341 0.110
C -1.936 0.304 -4.891 -0.316
P -1.362 1.141 -3.320 0.879
C -0.466 2.537 -4.137 -0.273
C -3.022 1.834 -2.963 -0.381
C -3.876 1.020 -2.218 -0.088
C -5.161 1.437 -1.907 -0.085
C -5.610 2.678 -2.339 -0.116
C -4.766 3.492 -3.079 -0.102
C -3.481 3.072 -3.394 -0.094
H -2.494 0.994 -5.530 0.031
H -2.588 -0.527 -4.614 0.018
H -1.083 -0.101 -5.436 -0.009
H -0.900 2.766 -5.113 0.029
H 0.578 2.247 -4.271 0.026
H -0.500 3.413 -3.489 0.023
H -3.528 0.047 -1.882 0.072
H -5.806 0.791 -1.323 0.097
H -6.614 3.007 -2.095 0.086
H -5.107 4.469 -3.404 0.091
H -2.834 3.736 -3.951 0.095
```

HOMO level   -2.372 eV
LUMO level   0.1321 Eh
Total charge   -2
ΔE to the lowest compared entry with this formula, charge and spin   53.1 kJ/mol